114
Properties=species:S:1:pos:R:3:forces:R:3 method="wB97M-V/def2-TZVPD" smiles="NCC[C@@]1(CN)CNC(=O)[C@]1(S)CCCCOC=O.CC(C)O.CC(C)O.CC(C)O.CC(C)O.CC(C)O.CC(C)O" homo_ev=-8.537 total_charge=0 orbital_gap_ev=9.07
N 7.646203 1.086414 3.663404 -0.729 -0.040 0.293
C 6.194337 1.583543 3.607287 0.080 0.811 2.051
C 5.168319 0.340428 3.912631 1.022 0.543 -0.341
C 4.261722 -0.144620 2.638088 1.143 -1.918 -0.097
C 4.859533 0.139324 1.123428 0.147 2.357 0.512
N 6.289647 -0.307458 0.920964 -1.536 -0.686 -0.063
C 4.438390 -1.805790 2.723792 -1.639 0.959 0.472
N 3.319802 -2.260103 1.777408 0.036 1.448 1.853
C 2.153729 -1.363654 2.157742 -4.104 -4.308 -2.253
O 0.961944 -1.958553 2.074500 6.585 4.489 0.672
C 2.628102 0.127154 2.644460 0.205 -0.246 0.612
S 1.759303 0.238458 4.342927 0.528 0.446 0.205
C 2.043662 1.470882 1.912943 -0.368 0.692 -0.345
C 0.484012 1.380203 1.419340 -0.685 1.144 -0.645
C -0.590731 2.108405 2.473819 -0.270 0.049 -0.737
C -1.919461 1.178041 2.776945 -0.371 2.416 0.404
O -1.630865 -0.248456 2.990684 -1.893 -0.496 3.887
C -1.963754 -0.673496 4.373526 3.159 3.573 4.306
O -1.461294 -0.052405 5.476787 -3.447 -3.821 -7.419
H 7.775576 0.416535 4.475138 -0.296 1.468 -1.228
H 8.315292 1.883803 3.752164 -0.918 -1.057 0.030
H 6.100135 2.343098 4.522837 -0.259 -1.362 -1.961
H 5.949300 2.207281 2.647812 0.689 -1.564 1.638
H 5.856345 -0.589020 4.209343 -1.450 1.988 -0.605
H 4.570976 0.614903 4.880158 0.722 -0.690 -2.123
H 4.846485 1.325070 0.986416 -0.094 -2.424 0.160
H 4.196006 -0.287333 0.258659 1.054 0.748 1.895
H 6.253055 -1.086445 0.227657 0.583 0.808 1.075
H 6.767894 -0.574046 1.808966 -0.571 0.310 -1.157
H 4.133927 -2.097482 3.817708 0.421 0.287 -2.036
H 5.519012 -2.244704 2.563852 -2.357 1.126 -0.189
H 3.570987 -2.324082 0.766070 -0.527 0.272 1.244
H 1.836200 1.601574 4.774886 0.320 -1.674 -1.073
H 2.081195 2.337819 2.733011 0.125 -1.923 -1.866
H 2.672462 1.864302 1.007814 -0.937 -1.150 1.697
H 0.115179 0.312996 1.113669 0.940 1.882 0.896
H 0.412040 2.042564 0.428307 0.262 -1.497 2.064
H -1.008749 3.096984 1.951056 0.864 -2.209 1.141
H -0.025187 2.471219 3.432335 -1.229 -1.043 -1.641
H -2.466904 1.622114 3.740261 1.284 -0.995 -2.095
H -2.712988 1.296793 1.898672 1.995 -0.617 1.796
H -2.682009 -1.602594 4.581431 1.745 1.893 -1.195
C -2.995129 4.771715 -1.515035 -0.004 -0.306 -0.150
C -3.133959 4.694898 -0.003020 0.020 0.601 -0.374
C -4.015418 5.813035 0.530144 -0.230 -0.031 0.301
O -1.843328 4.785022 0.595023 0.276 0.029 0.166
H -2.529529 5.716243 -1.818359 -0.134 0.020 0.089
H -2.348173 3.968350 -1.883362 -0.190 0.083 0.046
H -3.969885 4.689411 -2.005668 0.162 0.007 -0.026
H -3.558683 3.725289 0.278860 0.237 0.065 0.094
H -3.586043 6.794519 0.299439 -0.030 -0.102 -0.130
H -4.096316 5.752433 1.620826 -0.021 -0.056 -0.147
H -5.020818 5.761963 0.100945 0.101 0.051 0.038
H -1.458580 5.642929 0.350079 -0.198 -0.374 0.074
C -2.208231 1.115415 -3.722516 0.083 -0.017 0.337
C -3.494689 1.660316 -4.322077 0.405 -0.236 -0.416
C -3.899650 0.883444 -5.564630 -0.265 -0.163 -0.109
O -3.313489 3.032746 -4.661353 0.049 0.355 -0.038
H -1.378686 1.197744 -4.433853 -0.119 -0.082 -0.058
H -1.922358 1.691917 -2.836212 -0.095 -0.116 -0.070
H -2.319968 0.065065 -3.436296 0.046 0.090 -0.026
H -4.297598 1.609870 -3.578585 0.094 0.177 -0.152
H -3.130169 0.957541 -6.341359 0.088 -0.002 0.135
H -4.820454 1.294487 -5.992377 0.085 -0.102 0.149
H -4.062212 -0.173861 -5.333701 -0.020 0.176 -0.060
H -2.602310 3.087168 -5.321124 -0.323 -0.075 0.291
C 1.243597 -3.585481 -1.572965 -0.049 0.022 0.366
C 1.936604 -2.480762 -2.354439 -0.259 -0.628 -0.322
C 1.385010 -2.371188 -3.766954 -0.025 0.341 -0.204
O 3.335122 -2.749490 -2.413091 0.396 0.012 0.074
H 1.397229 -4.559470 -2.051154 -0.055 0.115 -0.125
H 1.659247 -3.660951 -0.562444 -0.149 0.093 -0.087
H 0.167821 -3.399772 -1.496401 0.119 -0.057 0.032
H 1.808095 -1.525424 -1.834051 0.225 -0.100 -0.040
H 1.543666 -3.302051 -4.323030 -0.083 -0.019 0.150
H 1.901557 -1.580338 -4.321516 -0.102 -0.056 0.125
H 0.313489 -2.148977 -3.756255 0.101 -0.044 -0.035
H 3.458747 -3.596062 -2.873599 -0.113 0.362 0.213
C -6.816242 -2.861912 -3.933658 0.175 -0.243 -0.213
C -6.175214 -1.805471 -3.048006 -0.695 -0.009 -0.028
C -6.950533 -1.623067 -1.752987 0.143 0.065 0.344
O -6.129114 -0.565588 -3.749485 0.043 0.218 -0.085
H -7.836521 -2.574053 -4.211310 0.039 -0.006 0.165
H -6.254698 -2.973658 -4.867356 -0.018 -0.008 0.176
H -6.852303 -3.831895 -3.428212 -0.036 0.087 -0.079
H -5.142560 -2.092285 -2.821398 -0.066 0.226 -0.126
H -7.975563 -1.291225 -1.953216 0.049 -0.140 -0.077
H -6.484695 -0.851058 -1.131054 0.010 -0.146 -0.079
H -6.990584 -2.555848 -1.182053 -0.039 0.104 -0.035
H -7.041788 -0.303137 -3.954859 0.387 -0.143 0.102
C -7.210706 0.841739 1.738003 -0.098 -0.050 -0.347
C -5.933948 0.354329 2.404099 -0.450 0.363 0.359
C -6.191170 -0.094528 3.833724 0.154 -0.270 0.158
O -4.970847 1.405016 2.405026 0.030 0.170 -0.045
H -7.627128 1.703275 2.272112 0.027 -0.142 0.089
H -7.008134 1.173101 0.713906 -0.003 -0.115 0.117
H -7.966682 0.051039 1.707386 0.035 0.109 0.001
H -5.512078 -0.476307 1.827854 0.142 0.233 0.039
H -6.571384 0.733757 4.442230 -0.074 -0.045 -0.135
H -5.261233 -0.431123 4.304600 -0.126 0.000 -0.108
H -6.916502 -0.913368 3.866017 0.062 0.095 0.042
H -5.336948 2.146929 2.914506 0.122 -0.329 -0.200
C 8.937024 -3.770741 -0.732564 0.075 -0.043 0.380
C 7.650566 -3.225840 -1.332124 0.566 -0.105 -0.525
C 7.245605 -4.002712 -2.574678 -0.382 -0.115 -0.107
O 7.831765 -1.853410 -1.671401 -0.042 0.156 0.000
H 9.766569 -3.688412 -1.443901 -0.145 -0.078 -0.050
H 9.222896 -3.194240 0.153741 -0.108 -0.095 -0.096
H 8.825286 -4.821091 -0.446343 0.062 0.089 -0.036
H 6.847656 -3.276286 -0.588633 0.053 0.195 -0.094
H 8.015086 -3.928616 -3.351407 0.052 -0.055 0.160
H 6.324801 -3.591669 -3.002424 0.092 -0.040 0.143
H 7.083042 -5.060017 -2.343749 0.038 0.078 -0.065
H 8.542944 -1.798989 -2.331171 -0.323 -0.035 0.308